w) Formula: C8H13N4
Source: the Open Molecules 2025 dataset
Level of theory: ωB97M-V/def2-TZVPD

The net charge is +1. The HOMO energy comes out at -13.28 eV. For the LUMO energy, the calculation gives -4.59 eV.

Geometry (Å):
C 0.6267 1.7877 0.7909
C 2.3877 0.3429 0.5109
C -1.8824 -0.2057 0.3959
C 0.1517 -0.2809 -0.6071
C -0.2274 1.1607 -0.2401
C -3.1355 -0.7428 0.9470
C -0.2750 2.0594 -1.5056
C 2.2034 -2.0209 0.0470
N 1.7287 1.2695 1.1146
N -1.5590 1.0296 0.3450
N -0.9119 -1.0315 -0.1052
N 1.6714 -0.7032 0.2050
H 0.2716 2.4909 1.4973
H 3.4872 0.4222 0.5762
H 0.4618 -0.5190 -1.5946
H -3.5373 0.0430 1.6189
H -2.9737 -1.8673 1.3360
H -3.7709 -0.8925 0.1849
H -0.9610 2.9313 -1.2878
H -0.7712 1.5374 -2.3222
H 0.7408 2.4039 -1.7433
H 1.6181 -2.5864 -0.6513
H 2.2876 -2.6583 0.9436
H 3.3186 -1.9626 -0.3273
H -0.9502 -2.0075 -0.1285

---

x) Formula: C8H13N4
Source: the Open Molecules 2025 dataset
Level of theory: ωB97M-V/def2-TZVPD

The net charge is +1. The HOMO energy comes out at -12.14 eV. For the LUMO energy, the calculation gives -3.84 eV.

Geometry (Å):
C -3.1047 -0.9503 -0.0804
C -2.1000 -1.6057 -0.6737
C -2.9079 0.3798 0.4148
C -0.7564 -0.9983 -0.8642
C -1.7121 1.0045 0.3286
C -0.5633 0.3541 -0.2385
C 2.3743 -0.4422 -0.2565
C 0.9517 2.1685 0.2144
N 2.3424 -1.1075 0.7441
N 3.0729 -0.0658 -1.2776
N 0.6221 0.8589 -0.2750
N 1.6933 -1.1813 1.8738
H -4.0746 -1.4049 0.0337
H -2.2351 -2.6029 -1.0677
H -3.7440 0.8827 0.8764
H -0.5977 -0.8808 -1.9439
H -1.5889 2.0006 0.7255
H 1.9845 2.3822 -0.0570
H 0.3117 2.9348 -0.2280
H 0.8600 2.2321 1.3019
H 3.9520 0.4185 -1.1437
H 2.6372 0.0018 -2.1859
H 0.8932 -0.5784 2.0268
H 1.6707 -2.1022 2.2892
H 0.0189 -1.6984 -0.5370

---

y) Formula: C8H13N4
Source: the Open Molecules 2025 dataset
Level of theory: ωB97M-V/def2-TZVPD

The net charge is +1. The HOMO energy (spin up / spin down) comes out at -11.64 / -11.61 eV. For the LUMO energy (spin up / spin down), the calculation gives -4.04 / -3.84 eV.

Geometry (Å):
C 1.2578 1.7964 -1.1033
C -0.7568 -2.1974 -2.3176
C -0.0945 -0.9173 1.2958
C -1.3957 0.5648 -0.2671
C 0.4144 0.3244 2.1383
C 0.6265 -0.6602 -1.1840
C -0.3720 -0.4875 -0.0924
C -0.6117 1.6690 0.5130
N 0.0863 -1.2730 -2.3803
N 1.2131 0.6076 -1.6699
N -0.4770 1.4182 1.8613
N 0.5303 2.2233 -0.0940
H 1.9697 2.5034 -1.5145
H -1.1105 -2.6278 -3.2411
H -1.1645 -2.6082 -1.3912
H 0.6618 -1.6995 1.3397
H -1.0106 -1.2805 1.7705
H -1.5907 0.8442 -1.2993
H -2.3343 0.3716 0.2473
H 0.4447 0.0919 3.2033
H 1.4221 0.5883 1.8051
H 1.4662 -1.2953 -0.8481
H 1.8177 0.4480 -2.4647
H -1.3678 1.3189 2.3375
H 0.7770 3.1232 0.3052

---

z) Formula: C8H13N4
Source: the Open Molecules 2025 dataset
Level of theory: ωB97M-V/def2-TZVPD

The net charge is +1. The HOMO energy comes out at -11.58 eV. For the LUMO energy, the calculation gives -2.98 eV.

Geometry (Å):
C 0.8949 -2.8574 0.5463
C -0.3350 -1.0452 0.1710
C 1.0101 -0.7036 0.0823
C 2.0456 1.3507 -0.0369
C 1.9892 1.7814 1.3893
C -1.5933 -0.2374 -0.0036
C -2.3430 -0.1954 1.0971
C -1.1321 0.3554 -2.4100
N -0.3380 -2.3636 0.5315
N 1.5744 0.3049 -0.5588
N 1.7122 -1.8327 0.3287
N -1.7659 0.5503 -1.1275
H 1.2361 -3.7634 0.8421
H 2.5077 2.0405 -0.6289
H 1.5495 0.8268 1.8218
H 2.8348 2.1460 1.8208
H -2.1050 -0.6502 1.9913
H 1.3186 2.5597 1.6456
H -3.2940 0.3206 1.0094
H -0.7702 -0.6502 -2.5273
H -1.8937 0.4130 -3.3538
H -0.3760 1.1331 -2.6455
H 2.7172 -1.8430 0.4469
H -1.1688 -3.0000 0.4030
H -2.7620 0.6133 -1.2812

---

Most favorable structure: z). The second most favorable one is 0.232 eV above it.